Here is C4H8F2 in the gas phase at a distorted geometry from the OMol25 dataset. Energies are from wB97M-V/def2-TZVPD.

Each line ends with the Löwdin charge.
CARTESIAN COORDINATES (ANGSTROEM)
C -0.897 -0.999 0.988  -0.09
C -0.211 -0.834 -0.338  -0.38
C -1.095 -0.534 -1.432  -0.11
C 0.745 0.501 -0.217  -0.42
H -1.315 -2.005 1.314  0.11
H -0.207 -0.619 1.727  0.07
H -1.669 -0.272 1.018  0.06
H 0.427 -1.728 -0.344  0.14
H -1.984 -1.162 -1.305  0.09
H -0.535 -0.767 -2.340  0.09
H -1.433 0.544 -1.459  0.11
H 1.320 0.730 -1.118  0.16
F 0.002 1.556 0.209  0.06
F 1.569 0.274 0.735  0.10

Results
SMILES: CC(C)C(F)F
HOMO level: -10.75 eV
E: -9712.000 eV
Energy relative to the best compared isomer or geometry (same formula, charge and spin): 27.7 kcal/mol

***

Here is C4H8F2 in the gas phase at a distorted geometry from the OMol25 dataset. Energies are from wB97M-V/def2-TZVPD.

Each line ends with the Löwdin charge.
CARTESIAN COORDINATES (ANGSTROEM)
C 0.065 1.667 -0.049  -0.07
C -0.034 0.197 0.346  -0.31
C 1.319 -0.565 0.577  -0.20
C -1.111 -0.527 -0.511  -0.17
H -0.866 2.145 -0.205  0.07
H 0.454 1.908 -0.999  0.06
H 0.675 2.245 0.643  0.08
H -0.475 0.105 1.324  0.12
H 1.047 -1.669 0.804  0.14
H 1.813 -0.133 1.442  0.11
H -1.329 -0.271 -1.532  0.11
H -0.755 -1.631 -0.598  0.13
F 2.102 -0.421 -0.513  -0.02
F -2.325 -0.394 0.174  -0.07

Results
SMILES: CC(CF)CF
HOMO level: -11.31 eV
E: -9711.849 eV
Energy relative to the best compared isomer or geometry (same formula, charge and spin): 31.2 kcal/mol

***

Here is 2 unconnected molecules or ions with the total composition C4H8F2N2 at a distorted geometry from the OMol25 dataset. Energies are from wB97M-V/def2-TZVPD.

Each line ends with the Löwdin charge.
CARTESIAN COORDINATES (ANGSTROEM)
C -0.933 0.334 -1.120  -0.29
C 1.153 0.832 1.094  0.00
C -0.713 -1.043 -0.695  -0.20
C 1.417 -0.154 0.005  -0.40
N -1.588 1.168 -0.360  0.03
N -1.308 -1.525 0.434  0.08
F 2.042 0.438 -1.031  0.06
F 2.028 -1.327 0.286  0.06
H -0.722 0.687 -2.170  0.13
H 1.985 1.391 1.109  0.05
H 0.811 0.237 1.873  0.07
H 0.202 1.378 0.861  0.08
H -0.199 -1.548 -1.481  0.10
H -1.683 2.119 -0.682  0.04
H -1.733 -0.764 0.940  0.08
H -0.759 -2.223 0.939  0.11

Results
HOMO level (spin up / spin down): -7.65 / -7.40 eV
E: -12689.667 eV
Energy relative to the best compared isomer or geometry (same formula, charge and spin): 61.3 kcal/mol

***

Here is 2 unconnected molecules or ions with the total composition C4H8F3OP at a distorted geometry from the OMol25 dataset. Energies are from wB97M-V/def2-TZVPD.

Each line ends with the Löwdin charge.
CARTESIAN COORDINATES (ANGSTROEM)
C -0.745 1.490 -0.169  -0.08
C -0.432 -2.002 0.952  -0.09
C -1.102 0.145 0.466  -0.66
C 2.713 -0.192 -1.499  -0.55
O -0.266 -0.846 0.402  -0.14
F 2.135 -1.365 -1.666  0.13
F 3.968 -0.229 -1.920  0.13
F 2.731 0.011 -0.192  0.11
P -2.683 -0.051 1.199  0.84
H 0.303 1.244 -0.244  0.05
H -0.957 2.374 0.398  0.07
H -1.083 1.623 -1.186  0.07
H 2.128 0.657 -1.998  0.18
H 0.476 -2.717 1.041  0.10
H -1.374 -2.178 1.558  0.04
H -3.272 1.026 0.596  -0.13
H -2.542 1.012 2.263  -0.05

Results
HOMO level (spin up / spin down): -7.60 / -7.31 eV
E: -23761.827 eV
Energy relative to the best compared isomer or geometry (same formula, charge and spin): 84.7 kcal/mol

***

Here is a molecular structure, C4H8FHgO2 at a distorted geometry from the OMol25 dataset. Energies are from wB97M-V/def2-TZVPD.

Each line ends with the Löwdin charge.
CARTESIAN COORDINATES (ANGSTROEM)
O 1.640 0.211 -0.648  -0.43
C 1.542 -0.699 0.399  -0.37
C 0.175 -1.379 0.271  -0.20
O -0.776 -0.303 0.323  -0.38
C -2.159 -0.648 0.182  -0.27
C -2.925 0.461 -0.446  0.07
Hg 0.058 1.264 -0.620  1.30
H 1.637 -0.571 1.498  0.11
H -0.029 -2.069 1.104  0.13
H 0.064 -1.924 -0.680  0.13
H -2.506 -0.847 1.212  0.13
H -2.227 -1.583 -0.395  0.12
H -3.262 1.295 0.171  0.07
H -3.206 0.378 -1.499  0.06
H 2.638 -1.137 0.394  0.15
F -0.089 2.686 0.493  -0.62

Results
HOMO level (spin up / spin down): -8.62 / -8.65 eV
2S+1: 2
E: -15257.506 eV
Energy relative to the best compared isomer or geometry (same formula, charge and spin): 33.6 kcal/mol

***

Here is 2 unconnected molecules or ions with the total composition C4H8FI at a distorted geometry from the OMol25 dataset. Energies are from wB97M-V/def2-TZVPD.

Each line ends with the Löwdin charge.
CARTESIAN COORDINATES (ANGSTROEM)
C -1.282 -0.245 -0.396  0.03
C -0.662 -2.059 1.268  -0.01
C 1.444 2.169 -1.025  -0.53
C -0.431 -1.134 0.110  -0.44
F 0.734 -1.404 -0.529  0.03
I 1.436 2.103 1.125  0.64
H 2.495 1.916 -1.323  0.02
H -2.226 0.128 0.023  0.07
H -1.018 0.464 -1.201  0.05
H -1.741 -1.883 1.550  0.11
H 0.057 -1.799 1.976  0.07
H -0.575 -2.977 0.841  0.05
H 1.216 3.182 -1.132  -0.06
H 0.551 1.537 -1.286  -0.03

Results
SMILES: C=C(C)F.CI
HOMO level: -9.15 eV
E: -15094.399 eV
Energy relative to the best compared isomer or geometry (same formula, charge and spin): 20.8 kcal/mol

***

Here is C4H8FN in the gas phase at a distorted geometry from the OMol25 dataset. Energies are from wB97M-V/def2-TZVPD.

Each line ends with the Löwdin charge.
CARTESIAN COORDINATES (ANGSTROEM)
C -1.648 -0.871 -0.070  -0.13
C 0.308 0.341 0.526  -0.33
C 1.295 1.154 -0.164  -0.07
C 1.340 -0.329 -0.379  -0.24
H -1.067 -1.495 -0.709  0.06
H -1.746 -1.339 0.942  0.09
H -2.683 -0.699 -0.479  0.09
H -1.647 1.087 0.460  0.13
H 0.484 0.153 1.584  0.15
H 2.068 1.613 0.436  0.11
H 0.932 1.720 -1.011  0.11
H 1.025 -0.675 -1.349  0.14
N -1.004 0.421 0.012  -0.11
F 2.343 -1.081 0.202  0.00

Results
SMILES: CN[C@@H]1C[C@H]1F
HOMO level: -9.01 eV
E: -8483.762 eV
Energy relative to the best compared isomer or geometry (same formula, charge and spin): 29.4 kcal/mol

***

Here is C4H8FN in the gas phase at a distorted geometry from the OMol25 dataset. Energies are from wB97M-V/def2-TZVPD.

Each line ends with the Löwdin charge.
CARTESIAN COORDINATES (ANGSTROEM)
C 0.855 0.054 0.464  -0.30
C -0.036 -1.161 0.525  -0.12
C -1.159 -0.759 -0.438  -0.23
C -0.120 1.239 0.248  -0.17
H 1.448 0.218 1.357  0.13
H 0.461 -2.055 0.286  0.10
H -0.463 -1.265 1.527  0.12
H -2.088 -1.324 -0.362  0.11
H -0.766 -0.896 -1.473  0.12
H -1.901 1.153 -0.774  0.12
H -0.178 1.816 1.162  0.10
H 0.286 1.924 -0.535  0.13
N -1.401 0.621 -0.044  -0.07
F 1.752 -0.017 -0.631  -0.04

Results
SMILES: F[C@@H]1CCNC1
HOMO level: -8.96 eV
E: -8485.038 eV
Energy relative to the best compared isomer or geometry (same formula, charge and spin): 0.0 kcal/mol

***

Here is C4H8FN in the gas phase at a distorted geometry from the OMol25 dataset. Energies are from wB97M-V/def2-TZVPD.

Each line ends with the Löwdin charge.
CARTESIAN COORDINATES (ANGSTROEM)
C -0.307 -0.548 0.432  -0.34
C -0.351 0.989 0.080  -0.14
C 1.139 0.905 -0.147  -0.11
C 0.921 -0.581 -0.356  -0.36
H -1.763 -2.066 0.121  0.08
H -2.355 -0.381 -0.169  0.16
H -0.204 -0.544 1.503  0.15
H -0.910 1.315 -0.786  0.11
H -0.788 1.547 0.867  0.09
H 1.620 1.476 -0.839  0.06
H 1.816 1.253 0.733  0.15
H 0.749 -0.829 -1.289  0.11
N -1.447 -1.136 -0.273  0.00
F 1.879 -1.398 0.123  0.03

Results
SMILES: N[C@@H]1CC[C@H]1F
HOMO level: -9.70 eV
E: -8482.944 eV
Energy relative to the best compared isomer or geometry (same formula, charge and spin): 48.3 kcal/mol

***

Here is C4H8FN in the gas phase at a distorted geometry from the OMol25 dataset. Energies are from wB97M-V/def2-TZVPD.

Each line ends with the Löwdin charge.
CARTESIAN COORDINATES (ANGSTROEM)
C 2.022 0.875 -0.978  0.06
C 1.420 0.237 -0.076  -0.27
C -0.392 -0.956 -1.200  -0.06
C -0.643 -0.385 1.183  -0.04
N 0.229 -0.378 -0.012  -0.20
F 2.246 0.049 1.296  -0.14
H 3.026 1.155 -0.841  0.07
H 1.574 1.201 -1.830  0.04
H -0.648 -2.086 -1.071  0.12
H -1.259 -0.443 -1.531  0.07
H 0.340 -0.899 -1.975  0.07
H -1.185 0.628 1.289  0.11
H -1.347 -1.191 0.918  0.07
H -0.081 -0.693 2.107  0.10

Results
SMILES: C=C(F)N(C)C
HOMO level: -8.65 eV
E: -8483.150 eV
Energy relative to the best compared isomer or geometry (same formula, charge and spin): 43.5 kcal/mol

***

Here is C4H8FN3 in the gas phase at a distorted geometry from the OMol25 dataset. Energies are from wB97M-V/def2-TZVPD.

Each line ends with the Löwdin charge.
CARTESIAN COORDINATES (ANGSTROEM)
C -0.093 1.090 -0.397  -0.29
C 0.375 1.416 0.974  -0.22
C 0.524 -0.025 0.477  -0.18
C -0.905 -2.374 -0.554  -0.08
H 0.516 1.093 -2.317  0.07
H 1.573 1.695 -1.288  0.08
H -1.175 1.066 -0.505  0.15
H 1.300 1.981 1.115  0.15
H 1.513 -0.430 0.247  0.14
H -0.533 -0.822 2.130  0.13
H -0.381 -1.746 -1.320  0.06
H -1.441 -3.255 -0.887  0.05
N 0.571 1.700 -1.510  0.05
N -0.399 -0.911 1.135  -0.07
N -0.930 -2.034 0.677  -0.07
F -0.516 1.556 2.022  0.01

Results
SMILES: C=NN[C@H]1[C@H](N)[C@H]1F
HOMO level: -8.46 eV
E: -11462.747 eV
Energy relative to the best compared isomer or geometry (same formula, charge and spin): 47.4 kcal/mol

***

Here is 2 unconnected molecules or ions with the total composition C4H8I2 at a distorted geometry from the OMol25 dataset. Energies are from wB97M-V/def2-TZVPD.

Each line ends with the Löwdin charge.
CARTESIAN COORDINATES (ANGSTROEM)
C -0.276 0.714 1.373  -0.10
C 0.037 0.805 -1.148  -0.13
C 0.407 -1.359 -0.141  -0.46
C 0.153 0.046 0.083  -0.52
I 2.825 -1.298 -0.055  0.53
I -2.964 -1.078 -0.068  0.06
H 0.556 1.370 1.701  0.10
H -0.442 -0.050 2.194  0.10
H -1.094 1.428 1.167  0.08
H -0.281 1.760 -0.868  0.07
H -0.527 0.429 -1.975  0.09
H 0.869 1.032 -1.763  0.08
H 0.276 -2.003 0.705  0.03
H 0.460 -1.796 -1.204  0.08

Results
HOMO level (spin up / spin down): -9.32 / -7.87 eV
E: -20476.706 eV
Energy relative to the best compared isomer or geometry (same formula, charge and spin): 55.8 kcal/mol

***

| no. | molecular weight (g mol⁻¹) |
| --- | --- |
| 1 | 94.10 |
| 2 | 94.10 |
| 3 | 122.12 |
| 4 | 160.08 |
| 5 | 307.69 |
| 6 | 202.01 |
| 7 | 89.11 |
| 8 | 89.11 |
| 9 | 89.11 |
| 10 | 89.11 |
| 11 | 117.13 |
| 12 | 309.92 |